{
  "formula": "C3H5NO2",
  "method": "the ωB97M-V functional and the def2-TZVPD basis",
  "elements": ["N", "C", "C", "O", "C", "O", "H", "H", "H", "H", "H"],
  "coordinates": [[-2.796744, -1.104126, -0.674560], [-1.846697, -0.495801, -0.420678], [-0.615990, 0.296761, -0.304381], [-0.652897, 1.508068, -0.292493], [0.741061, -0.382385, -0.474267], [1.668574, 0.455465, 0.165474], [0.936563, -0.390333, -1.551396], [0.803266, -1.401156, -0.072254], [1.270655, 1.342427, 0.046568], [0.589606, 0.214273, 1.509693], [-0.152153, 0.008661, 1.582769]],
  "forces_ev_per_angstrom": [[0.9, 0.5, 0.4], [-0.9, -0.6, -0.5], [0.2, 0.5, -1.0], [-0.3, -0.5, 0.0], [0.1, 0.0, -0.1], [0.4, 0.3, -0.8], [-0.1, -0.2, -0.1], [-0.2, 0.3, -0.1], [0.5, 0.0, 0.1], [-1.0, -0.4, 1.0], [0.5, 0.0, 1.0]],
  "mulliken_charge": [-0.32, 0.07, 0.56, -0.53, -0.37, -0.51, 0.30, 0.33, 0.38, 0.05, 0.06],
  "total_charge": 0,
  "energy_ev": -8774.17752,
  "e_above_lowest_ev": 3.5172,
  "homo_ev": -11.3,
  "gap_ev": 10.56,
  "lumo_energy_ev": -0.75
}

***

{
  "formula": "C3H6N2O",
  "method": "the ωB97M-V functional and the def2-TZVPD basis",
  "elements": ["C", "N", "N", "C", "C", "O", "H", "H", "H", "H", "H", "H"],
  "coordinates": [[1.078888, -0.441298, -0.500356], [1.392123, 0.866041, -0.515038], [-1.341651, 0.611577, 0.832479], [-0.168911, -1.025230, -0.437635], [-1.323444, -0.508878, 0.178964], [0.955170, 1.562326, 0.617514], [2.349064, 1.118383, -0.724660], [1.855446, -1.052663, -0.951923], [-0.181039, 1.237026, 0.773552], [-2.184774, 0.839789, 1.340413], [-0.248900, -2.025225, -0.837393], [-2.181973, -1.181849, 0.224083]],
  "forces_ev_per_angstrom": [[-0.1, -0.2, -2.8], [-0.1, -0.4, 1.9], [-0.3, -0.1, -0.5], [0.7, -0.3, 0.4], [-0.3, 0.3, 1.2], [-0.9, 0.7, -0.1], [0.0, -0.1, 0.2], [0.0, -0.1, -0.1], [1.0, 0.3, -0.1], [-0.1, -0.1, -0.1], [0.1, -0.1, 0.2], [-0.1, 0.2, -0.2]],
  "mulliken_charge": [-0.09, -0.14, -0.46, -0.59, 0.15, -0.60, 0.25, 0.29, 0.40, 0.19, 0.28, 0.33],
  "total_charge": 0,
  "energy_ev": -8232.81624,
  "e_above_lowest_ev": 3.8825,
  "homo_ev": [-7.8, -7.8],
  "gap_ev": [7.95, 7.95],
  "lumo_energy_ev": [0.16, 0.16]
}

***

{
  "formula": "C5H8N2O",
  "method": "the ωB97M-V functional and the def2-TZVPD basis",
  "elements": ["C", "C", "N", "C", "C", "O", "N", "C", "H", "H", "H", "H", "H", "H", "H", "H"],
  "coordinates": [[-3.393345, -0.339094, -0.569393], [-2.199136, -0.303941, -0.439600], [-0.745598, -0.437948, -0.275823], [-0.150432, -1.518401, -1.037002], [-0.202118, 0.568475, 0.435939], [-0.721367, 1.532765, 0.922166], [1.279498, 0.344317, 0.423158], [2.096024, 1.387264, 0.993650], [-4.432535, -0.239071, -0.687929], [0.079586, -2.351494, -0.367865], [0.747389, -1.216432, -1.579606], [-0.866338, -1.867712, -1.779006], [1.601828, -0.601702, 0.555508], [3.065839, 1.454324, 0.493189], [2.261580, 1.252894, 2.067073], [1.579125, 2.335754, 0.845539]],
  "forces_ev_per_angstrom": [[1.2, 0.2, 0.1], [2.6, -0.8, 0.4], [-5.9, 0.3, -1.0], [0.5, -0.4, 0.0], [5.0, -0.5, 0.0], [-0.4, -0.1, -0.1], [-2.3, 0.8, 0.0], [0.1, 0.2, 0.3], [-0.5, -0.1, -0.1], [0.1, -0.1, -0.1], [0.0, 0.2, 0.3], [-0.1, 0.1, 0.2], [-0.2, 0.0, 0.0], [-0.1, -0.1, 0.0], [0.0, 0.1, 0.0], [0.1, -0.1, 0.1]],
  "mulliken_charge": [0.02, -0.60, 0.10, -1.00, 0.54, -0.55, -0.26, -0.86, 0.46, 0.30, 0.37, 0.37, 0.23, 0.28, 0.28, 0.32],
  "total_charge": 0,
  "energy_ev": -10340.00446,
  "e_above_lowest_ev": 2.7216,
  "homo_ev": -9.1,
  "gap_ev": 9.93,
  "lumo_energy_ev": 0.78
}

***

{
  "formula": "C4H9NS",
  "method": "the ωB97M-V functional and the def2-TZVPD basis",
  "elements": ["N", "S", "C", "C", "C", "C", "H", "H", "H", "H", "H", "H", "H", "H", "H"],
  "coordinates": [[-2.073753, 1.657592, -0.946284], [-0.974729, 0.564244, -0.978379], [-1.218768, -0.823143, 0.057489], [0.149540, -1.394337, 0.447207], [1.015128, -0.170041, 0.754500], [0.481401, 1.177424, 0.044206], [-2.462731, 1.812807, 0.006729], [-0.309620, 0.903294, -2.299729], [-1.708467, -1.687746, -0.450649], [-0.114650, -2.137999, 1.286447], [0.839796, -2.082399, -0.200397], [1.110994, 0.048812, 1.763920], [1.995929, -0.279559, 0.339074], [0.268896, 1.883586, 0.772385], [1.194036, 1.617549, -0.759805]],
  "forces_ev_per_angstrom": [[-0.5, 0.0, -0.7], [0.8, 2.3, 2.5], [1.1, -1.7, -2.6], [0.5, -1.1, 0.5], [0.1, 1.4, -1.9], [1.7, -3.6, -2.9], [0.5, -0.7, -0.9], [-1.3, -0.7, 1.5], [-0.7, 1.0, 0.3], [0.7, 1.5, -0.6], [-1.9, 1.1, 0.2], [0.1, 0.2, 2.0], [0.7, -0.4, 0.1], [-1.2, 1.5, 0.9], [-0.9, -0.7, 1.6]],
  "mulliken_charge": [-0.69, 0.42, -0.66, -0.33, -0.75, -0.51, 0.26, 0.17, 0.24, 0.31, 0.23, 0.35, 0.30, 0.33, 0.33],
  "total_charge": 0,
  "energy_ev": -16613.44198,
  "e_above_lowest_ev": 6.0125,
  "homo_ev": -8.4,
  "gap_ev": 8.61,
  "lumo_energy_ev": 0.17
}

***

{
  "formula": "C5H12O2",
  "method": "the ωB97M-V functional and the def2-TZVPD basis",
  "elements": ["C", "C", "C", "O", "C", "C", "O", "H", "H", "H", "H", "H", "H", "H", "H", "H", "H", "H", "H"],
  "coordinates": [[2.418399, -0.184007, 0.705095], [1.255835, 0.216323, -0.196745], [0.046915, -0.704195, -0.058642], [-0.371753, -0.630074, 1.308500], [-1.103126, -0.337114, -1.016480], [-2.064934, 0.699537, -0.429137], [-1.411463, 1.817621, 0.130694], [3.288020, 0.456088, 0.524883], [2.140685, -0.099668, 1.759536], [2.720545, -1.221955, 0.519190], [1.568552, 0.197973, -1.248004], [0.942202, 1.244672, 0.012159], [0.381350, -1.732058, -0.273937], [-1.046220, -1.305249, 1.455994], [-1.687180, -1.232100, -1.274233], [-0.674922, 0.039167, -1.952981], [-2.705376, 0.217951, 0.324791], [-2.725795, 1.078770, -1.214867], [-0.971728, 1.478311, 0.924178]],
  "forces_ev_per_angstrom": [[0.0, 0.0, 0.0], [0.0, 0.0, -0.1], [0.2, 0.0, -0.3], [-0.2, -0.2, 0.1], [0.0, 0.0, 0.0], [-0.2, -0.2, -0.2], [0.1, 0.0, 0.3], [-0.1, -0.1, 0.0], [0.1, 0.0, -0.1], [0.0, 0.1, 0.0], [0.0, 0.0, 0.1], [0.1, -0.1, -0.1], [0.0, 0.1, 0.0], [0.1, 0.1, 0.0], [0.1, 0.1, 0.1], [0.0, 0.0, 0.1], [0.1, 0.1, -0.1], [0.1, -0.1, 0.1], [-0.1, 0.2, -0.1]],
  "mulliken_charge": [-1.24, -0.45, -0.11, -0.59, -0.62, -0.51, -0.55, 0.37, 0.29, 0.30, 0.36, 0.29, 0.48, 0.31, 0.33, 0.32, 0.26, 0.38, 0.38],
  "total_charge": 0,
  "energy_ev": -9474.36529,
  "e_above_lowest_ev": 0.7704,
  "homo_ev": -10.0,
  "gap_ev": 10.72,
  "lumo_energy_ev": 0.74
}

***

{
  "formula": "C6H11NO",
  "method": "the ωB97M-V functional and the def2-TZVPD basis",
  "elements": ["C", "C", "C", "C", "C", "N", "C", "O", "H", "H", "H", "H", "H", "H", "H", "H", "H", "H", "H"],
  "coordinates": [[-0.350714, -2.488130, 0.975564], [-0.895822, -1.274293, 1.308212], [0.070000, -0.180980, 1.252929], [-0.292837, 0.787057, 0.128344], [0.729455, 1.872939, 0.214855], [-0.058741, 0.084701, -1.227501], [0.116911, 0.645263, -2.488960], [-0.076431, -0.125095, -3.401739], [0.723586, -2.523990, 0.666728], [-0.763677, -3.457861, 0.738664], [-2.026807, -1.282789, 1.417714], [1.068498, -0.586027, 1.144658], [0.261124, 0.268644, 2.243983], [-1.365514, 0.955521, 0.110900], [0.157816, 2.772380, -0.208571], [1.091812, 2.046627, 1.282495], [1.627324, 1.662829, -0.420036], [-0.623290, -0.794312, -1.244382], [0.607307, 1.617517, -2.493856]],
  "forces_ev_per_angstrom": [[0.6, 1.2, -0.7], [-0.3, -4.7, -0.8], [-0.3, 0.6, 0.9], [2.0, -2.0, -1.3], [-0.5, 2.8, -0.2], [-1.3, 0.0, 1.9], [0.1, -2.7, 1.9], [0.0, 1.1, -1.4], [-0.8, 0.3, 0.6], [-1.0, 0.1, 0.5], [1.6, 0.8, 0.2], [0.2, -0.3, -0.8], [-1.0, 0.7, -0.3], [0.0, 1.0, 0.6], [1.6, -0.5, 0.7], [-0.7, 0.1, -1.5], [-0.9, 0.1, 0.6], [0.9, 1.0, -0.4], [-0.2, 0.4, -0.4]],
  "mulliken_charge": [-0.80, -0.20, -0.85, 0.54, -1.44, -0.30, 0.03, -0.57, 0.18, 0.31, 0.27, 0.32, 0.48, 0.39, 0.30, 0.35, 0.37, 0.28, 0.33],
  "total_charge": 0,
  "energy_ev": -9935.99907,
  "e_above_lowest_ev": 2.4554,
  "homo_ev": -9.5,
  "gap_ev": 10.43,
  "lumo_energy_ev": 0.93
}

***

Question: What is the formula in the first record?
Answer: C3H5NO2

***

Question: Number 3 is which compound?
Answer: C5H8N2O